This record from the OMol25 dataset describes a 8-piece molecular cluster, C18H33N7O19 overall at a distorted geometry. The level of theory is ωB97M-V with the def2-TZVPD basis set.

```
77
Properties=species:S:1:pos:R:3:lowdin_charge:R:1
C 2.72243 -0.34436 5.05764 0.05
C 3.63431 0.31505 4.35096 -0.09
C 3.41598 1.48671 3.48938 -0.08
C 2.33714 2.21207 3.13660 -0.06
C 0.93853 2.04213 3.67364 -0.10
C -0.22465 2.34487 2.67302 -0.11
C -0.91049 1.00166 2.27968 -0.16
O -0.26616 0.45351 1.10458 -0.02
C 0.71931 -0.43678 1.38879 -0.53
C 2.08960 -0.19223 0.70193 0.04
O 0.61630 -1.36115 2.11475 0.12
C 2.84698 3.14396 2.05738 -0.39
O 2.30294 3.93411 1.40334 0.19
O 4.14565 2.74317 1.69756 0.13
C 4.62985 2.17455 2.85334 -0.43
O 5.62867 2.33757 3.39244 0.23
H 2.89574 -1.40647 5.25686 0.08
H 1.84127 0.10662 5.51333 0.07
H 4.63231 -0.13450 4.29506 0.12
H 0.77999 1.06964 4.15261 0.09
H 0.86780 2.78268 4.49719 0.14
H -1.00049 2.91237 3.21159 0.12
H 0.09688 2.90869 1.78837 0.11
H -1.95183 1.21485 2.01206 0.09
H -0.96195 0.29597 3.12108 0.12
H 2.14688 0.87756 0.44289 0.06
H 2.92604 -0.44529 1.36519 0.08
H 2.17625 -0.83687 -0.18550 0.08
C -0.76033 -3.76844 -0.33831 0.06
N -0.47731 -2.77013 -1.40378 -0.42
O -1.38393 -2.46520 -2.15477 0.06
O 0.65326 -2.32162 -1.45210 0.05
H -1.79796 -4.07514 -0.41721 0.10
H -0.09250 -4.61481 -0.49308 0.06
H -0.56929 -3.28826 0.61962 0.09
C -5.72011 1.75312 3.42217 0.04
N -4.73085 0.73908 3.87849 -0.43
O -5.07286 -0.03598 4.74753 0.08
O -3.64003 0.76429 3.33855 0.05
H -6.64025 1.61955 3.98132 0.10
H -5.29364 2.73391 3.60944 0.09
H -5.88506 1.59454 2.36046 0.09
C 2.50625 -7.45372 1.19063 0.05
N 1.29783 -6.59448 1.06035 -0.43
O 0.86011 -6.40376 -0.06100 0.05
O 0.83176 -6.14238 2.08422 0.08
H 2.80705 -7.78232 0.20158 0.10
H 3.28496 -6.85392 1.65387 0.10
H 2.23870 -8.30081 1.81642 0.10
C -4.47476 5.72468 1.19549 0.05
N -4.79159 4.27067 1.21795 -0.44
O -5.94853 3.94450 1.02932 0.07
O -3.86517 3.51182 1.42394 0.06
H -5.38872 6.27610 1.00257 0.10
H -4.06207 5.98473 2.16670 0.10
H -3.74816 5.88846 0.40398 0.10
C 0.88671 2.68724 -1.42669 0.04
N 0.49083 3.28538 -2.73087 -0.45
O 0.96932 2.80289 -3.73952 0.06
O -0.28699 4.21797 -2.69215 0.06
H 1.57795 1.87189 -1.61401 0.09
H 1.36057 3.46793 -0.83640 0.09
H -0.01819 2.32401 -0.94425 0.10
C -0.79235 -0.65915 -4.68306 0.04
N -1.03639 0.03410 -5.97837 -0.44
O -0.53963 -0.45087 -6.98058 0.04
O -1.71646 1.03735 -5.94479 0.07
H -0.17529 -1.53208 -4.86490 0.09
H -0.28505 0.04265 -4.02660 0.09
H -1.75732 -0.94708 -4.27785 0.09
C 1.41734 -2.47195 -8.91012 0.04
N 2.12480 -3.78090 -8.84873 -0.45
O 1.52887 -4.72029 -8.35767 0.06
O 3.25433 -3.81623 -9.29646 0.06
H 0.42934 -2.58798 -8.47886 0.08
H 2.00388 -1.75523 -8.34226 0.10
H 1.35165 -2.18425 -9.95594 0.10
```

Calculated values
**DFT total energy**: -2517.8142 Ha
**HOMO**: -9.75 eV
**SMILES string**: C=CC1=C(CCCOC(C)=O)C(=O)OC1=O.C[N+](=O)[O-].C[N+](=O)[O-].C[N+](=O)[O-].C[N+](=O)[O-].C[N+](=O)[O-].C[N+](=O)[O-].C[N+](=O)[O-]
**Max |F|**: 5.10 eV/A
**Multiplicity**: 1
**Frontier orbital gap**: 8.83 eV

***

This record from the OMol25 dataset describes C18H33OP2Se4Sn as an isolated structure. The level of theory is ωB97M-V with the def2-TZVPD basis set.

```
59
Properties=species:S:1:pos:R:3:lowdin_charge:R:1
Sn -0.63736 -1.16707 -1.02045 0.92
Se -4.00340 -0.09607 -2.28897 0.16
Se -6.03967 -0.82672 -1.35040 0.22
Se -4.51035 -2.42607 -2.20110 -0.01
Se -3.34324 -3.40326 -0.59171 0.03
C 2.19041 -3.19743 1.29545 -0.24
P 0.43440 -2.82097 1.03809 0.76
C -0.30270 -4.48437 0.96566 -0.27
C -0.15484 -2.16884 2.64689 -0.39
C -1.60685 -1.68789 2.55942 -0.39
P -1.82931 -0.39988 1.27669 0.75
C -1.06073 1.08462 1.97311 -0.21
C -3.60357 -0.04673 1.26383 -0.28
H 2.30029 -3.86732 2.14999 0.06
H 2.75714 -2.28636 1.47074 0.01
H 2.59369 -3.68595 0.40798 0.06
H 0.12494 -5.10569 1.75497 0.06
H -0.09869 -4.94499 -0.00096 0.06
H -1.38055 -4.44837 1.10308 -0.02
H 0.50919 -1.34858 2.93227 0.08
H -0.04982 -2.94448 3.40927 0.10
H -1.93986 -1.28089 3.51728 0.10
H -2.28421 -2.51039 2.31381 0.06
H -1.51176 1.31438 2.94018 0.07
H -1.21279 1.92190 1.29211 0.04
H 0.01306 0.94858 2.08826 0.03
H -3.93635 0.22797 2.26659 0.07
H -4.15496 -0.92069 0.91765 -0.03
H -3.80216 0.78031 0.58146 0.02
C 3.42325 -0.65107 -0.77381 -0.06
C 3.21534 0.59567 0.08889 -0.35
C 2.58920 0.25275 1.44138 -0.07
C 2.48454 1.71179 -0.63377 -0.14
C 3.17131 2.89871 -0.86976 -0.03
C 2.58215 3.96159 -1.52976 -0.08
C 1.28053 3.82428 -1.97642 -0.04
C 0.54878 2.65657 -1.77266 -0.13
C -0.85120 2.60130 -2.35738 -0.36
C -1.95373 2.36217 -1.32622 -0.12
C -0.95416 1.65246 -3.55228 -0.06
C 1.15668 1.59939 -1.07514 -0.25
O 0.45231 0.48467 -0.75814 -0.45
H 4.11479 -1.34539 -0.28793 0.08
H 3.84337 -0.38909 -1.74595 0.09
H 2.48435 -1.17948 -0.95231 0.04
H 4.21032 0.99222 0.30120 0.13
H 1.63756 -0.26398 1.29776 0.02
H 2.40136 1.15480 2.02729 0.09
H 3.25231 -0.38924 2.02809 0.08
H 4.19542 2.98242 -0.52244 0.11
H 3.13055 4.87840 -1.70079 0.11
H 0.80836 4.64331 -2.50814 0.11
H -1.02936 3.60258 -2.75629 0.13
H -1.88972 1.36168 -0.89362 -0.03
H -2.94138 2.46890 -1.78521 0.05
H -1.88907 3.08848 -0.51314 0.09
H -0.83071 0.60554 -3.26577 0.02
H -0.18067 1.86942 -4.29003 0.09
H -1.92246 1.76041 -4.04888 0.08
```

Calculated values
**DFT total energy**: -11283.4761 Ha
**HOMO**: -10.24 eV
**Max |F|**: 0.29 eV/A
**Multiplicity**: 1
**Charge**: +1
**Frontier orbital gap**: 5.91 eV
**Energy relative to the best compared isomer or geometry (same formula, charge and spin)**: 174.3 kJ/mol

***

This record from the OMol25 dataset describes C18H34Br2F4NO11S2 as an isolated structure at a distorted geometry. The level of theory is ωB97M-V with the def2-TZVPD basis set.

```
72
Properties=species:S:1:pos:R:3:lowdin_charge:R:1
O 2.98994 0.69858 2.22416 0.11
C 3.62126 0.63059 1.19847 -0.51
F 3.03813 0.14384 0.09811 0.08
C 5.05165 1.03605 1.04914 -0.15
S 5.36222 2.24605 -0.27032 0.49
O 6.53573 2.98422 0.10636 -0.32
O 5.54981 1.42930 -1.44680 -0.35
N 4.05355 3.13153 -0.50901 -0.34
S 3.68829 4.11057 0.70059 0.50
O 4.27658 5.42270 0.60198 -0.33
O 3.85317 3.51217 2.01220 -0.33
C 1.93818 4.41532 0.45884 -0.23
C 1.02039 3.20856 0.67429 -0.19
C 0.25662 2.74962 -0.54958 -0.83
F -0.39871 3.80917 -1.08836 -0.01
Br 1.40580 2.01172 -1.92893 0.86
C -0.78785 1.67648 -0.11203 -0.94
F -0.12730 0.67397 0.47626 0.04
F -1.66127 2.20661 0.74782 0.06
Br -1.78748 0.91187 -1.61552 0.76
H 5.70327 0.18377 0.91665 0.11
H 5.31190 1.51316 1.98113 0.10
H 1.84147 4.83527 -0.53398 0.10
H 1.68513 5.19691 1.15718 0.10
H 0.25107 3.51513 1.37808 0.13
H 1.55503 2.40589 1.16410 0.10
C 6.70885 -2.69066 4.21447 -0.12
O 5.34186 -2.91801 4.46694 -0.20
C 4.49011 -1.97882 3.82222 -0.19
C 3.20338 -2.61958 3.35763 -0.17
O 3.34012 -3.46758 2.22497 -0.12
C 3.97282 -4.72353 2.38670 -0.19
C 3.17451 -5.73749 3.17670 -0.20
O 3.21383 -5.46659 4.56775 -0.20
C 2.04474 -5.86093 5.24338 -0.12
H 7.06303 -1.79045 4.72968 0.09
H 7.26124 -3.55214 4.58809 0.08
H 6.90301 -2.59685 3.13990 0.09
H 4.99512 -1.52736 2.96166 0.11
H 4.25064 -1.18700 4.54202 0.13
H 2.54498 -1.81332 3.02985 0.12
H 2.69712 -3.13185 4.17797 0.12
H 4.98088 -4.61428 2.79110 0.12
H 4.07244 -5.11708 1.37214 0.13
H 3.60438 -6.73626 3.01361 0.12
H 2.14046 -5.74290 2.81223 0.12
H 1.14977 -5.45731 4.75613 0.09
H 2.09637 -5.45596 6.25278 0.09
H 1.96908 -6.95385 5.30178 0.09
C -7.28086 -1.43329 -5.66518 -0.12
O -7.42015 -0.50417 -4.61578 -0.20
C -6.57173 -0.77248 -3.51030 -0.20
C -6.07094 0.50096 -2.86578 -0.18
O -5.08251 1.19361 -3.60826 -0.14
C -5.47159 1.86676 -4.79424 -0.18
C -6.33331 3.08948 -4.57256 -0.20
O -7.67023 2.73650 -4.25453 -0.20
C -8.30135 3.66620 -3.40632 -0.12
H -7.70193 -2.40764 -5.39061 0.09
H -7.82424 -1.04344 -6.52458 0.09
H -6.22957 -1.55538 -5.94900 0.09
H -5.71216 -1.37669 -3.81961 0.13
H -7.15004 -1.33810 -2.76727 0.13
H -5.57209 0.21711 -1.93600 0.13
H -6.89761 1.15931 -2.59290 0.12
H -5.93269 1.18205 -5.50818 0.12
H -4.53468 2.21108 -5.23728 0.13
H -6.34958 3.68606 -5.49512 0.13
H -5.89334 3.69913 -3.77510 0.13
H -7.69142 3.87166 -2.51934 0.09
H -9.24278 3.22683 -3.08015 0.09
H -8.51050 4.60521 -3.93243 0.09
```

Calculated values
**DFT total energy**: -7932.4750 Ha
**HOMO**: -6.25 eV
**Max |F|**: 2.03 eV/A
**Multiplicity**: 1
**Charge**: -1
**Frontier orbital gap**: 8.40 eV
**Energy relative to the best compared isomer or geometry (same formula, charge and spin)**: 0.0 kJ/mol

***

This record from the OMol25 dataset describes a 6-piece molecular cluster, C18H34Br2NO21PS6 overall. The level of theory is ωB97M-V with the def2-TZVPD basis set.

```
83
Properties=species:S:1:pos:R:3:lowdin_charge:R:1
C 1.76048 -4.37701 0.24153 -0.16
C 1.07477 -3.04980 0.29393 -0.81
Br 0.62868 -2.49412 2.07037 0.75
C 0.79879 -2.22717 -0.70701 -0.86
Br 1.35980 -2.76761 -2.45232 0.75
P 0.03993 -0.50028 -0.71267 0.85
C -1.29042 -0.77391 -1.90061 -0.32
C -2.66495 -0.44655 -1.26412 -0.22
C -3.36079 -1.76224 -0.88776 -0.19
C -4.37906 -1.58780 0.22717 -0.26
O -3.77110 -1.04984 1.40075 -0.08
N -0.45222 1.43480 -0.58370 -0.07
C -0.68060 1.87501 0.49175 -0.94
S -1.05339 2.49982 1.91245 0.62
H 2.84304 -4.24879 0.21068 0.09
H 1.52850 -4.94276 1.14115 0.06
H 1.41005 -4.95057 -0.61417 0.06
H -0.35287 -0.61951 0.61359 -0.02
H 1.27937 0.00091 -1.09773 0.05
H -1.31906 -1.82680 -2.17203 0.06
H -1.10038 -0.20450 -2.80389 0.07
H -3.26492 0.11170 -1.97671 0.09
H -2.55861 0.12017 -0.34268 0.08
H -2.60851 -2.47351 -0.52462 0.11
H -3.82640 -2.23046 -1.75924 0.12
H -5.14794 -0.87251 -0.06921 0.12
H -4.85509 -2.54413 0.45631 0.12
H -3.40074 -1.76985 1.91663 0.08
C -0.93061 4.69910 4.63811 -0.20
C -2.27074 5.36459 4.86626 -0.15
O -2.19070 5.82696 6.22598 -0.19
S -0.69818 6.26664 6.57070 0.59
O -0.55039 7.66753 6.41375 -0.22
O -0.31088 5.62390 7.77292 -0.22
O 0.00335 5.55238 5.32372 -0.21
H -0.89191 3.70450 5.08563 0.13
H -0.65612 4.64117 3.58910 0.06
H -3.10833 4.68068 4.77020 0.14
H -2.41472 6.22307 4.20873 0.14
C 2.94801 4.20485 3.18422 -0.14
C 3.15174 3.33191 4.40594 -0.14
O 3.16748 1.99753 3.86738 -0.19
S 3.82358 2.00184 2.41356 0.57
O 5.18757 1.61545 2.50219 -0.23
O 2.94135 1.33340 1.53144 -0.22
O 3.74976 3.57104 2.16967 -0.18
H 1.90758 4.20708 2.85505 0.12
H 3.29825 5.22301 3.32498 0.14
H 2.34479 3.41253 5.12854 0.13
H 4.10872 3.52888 4.89137 0.14
C 0.85893 -4.27486 -6.56481 -0.16
C 0.33515 -5.44051 -7.38007 -0.16
O -0.51116 -6.14533 -6.46124 -0.19
S -1.22145 -5.11540 -5.46876 0.58
O -2.51993 -4.80410 -5.94519 -0.22
O -1.01624 -5.56569 -4.14187 -0.22
O -0.26981 -3.86908 -5.77779 -0.21
H 1.66507 -4.57787 -5.89460 0.13
H 1.18139 -3.43735 -7.17693 0.14
H 1.11853 -6.11016 -7.72248 0.14
H -0.26486 -5.10468 -8.22749 0.13
C -4.04956 2.47391 -6.53012 -0.15
C -5.19259 2.61588 -5.54444 -0.15
O -4.66127 2.06457 -4.33039 -0.19
S -3.10009 2.37941 -4.22415 0.60
O -2.88445 3.52525 -3.42263 -0.20
O -2.43325 1.15795 -3.94590 -0.23
O -2.88298 2.78346 -5.75249 -0.18
H -3.96267 1.45314 -6.90502 0.13
H -4.11325 3.17072 -7.36089 0.14
H -6.07598 2.05233 -5.82952 0.14
H -5.45538 3.66098 -5.37384 0.14
C 4.75185 -1.51863 3.22104 -0.16
C 5.28888 -1.49068 4.63654 -0.15
O 5.08237 -2.83259 5.10882 -0.19
S 5.26304 -3.86682 3.90739 0.58
O 6.58154 -4.38821 3.91441 -0.22
O 4.13515 -4.72507 3.88603 -0.22
O 5.16353 -2.80253 2.72066 -0.19
H 3.66277 -1.46595 3.19977 0.12
H 5.17017 -0.73337 2.59654 0.11
H 4.75358 -0.80028 5.28164 0.13
H 6.35699 -1.26914 4.66049 0.14
```

Calculated values
**DFT total energy**: -10219.4057 Ha
**HOMO**: -8.74 eV
**SMILES string**: C/C(Br)=C(\Br)[PH2](CCCCO)N=C=S.O=S1(=O)OCCO1.O=S1(=O)OCCO1.O=S1(=O)OCCO1.O=S1(=O)OCCO1.O=S1(=O)OCCO1
**Max |F|**: 0.76 eV/A
**Multiplicity**: 1
**Frontier orbital gap**: 8.95 eV